Below is a structure of composition C40H95Br8O22P5V at a distorted geometry, with properties calculated with ωB97M-V with the def2-TZVPD basis set.

XYZ file:
```
171
Properties=species:S:1:pos:R:3:forces:R:3
V 0.3357 -1.8526 -1.7140 -0.14 1.81 0.44
O -1.2892 -1.6096 -0.3609 0.53 0.92 -0.08
C -1.1989 -0.2498 0.0469 -0.34 -0.54 0.86
C -0.8481 0.7114 -1.0474 0.74 0.62 -1.17
O 0.3665 0.2934 -1.6271 -0.45 -0.70 -0.12
H -0.4116 -0.0882 0.7831 0.69 -0.36 0.37
H -2.0714 0.0947 0.6545 -0.42 -0.15 -0.55
H -0.7160 1.7659 -0.6967 -0.23 -0.47 0.43
H -1.6738 0.8216 -1.7903 0.16 -0.33 0.05
Br -1.7706 -1.5912 -3.6824 0.45 0.01 -0.41
C -3.2583 -2.4078 -2.7311 0.56 0.66 -0.19
C -3.9186 -1.2894 -1.9880 -0.42 -0.79 0.68
Br -5.6331 -1.9666 -1.3568 -0.58 -0.10 0.01
H -2.7625 -3.1803 -2.1759 -0.38 -0.26 0.51
H -3.9216 -2.7589 -3.5067 -0.06 -0.36 -0.09
H -4.0864 -0.4973 -2.6762 -0.43 0.81 -0.27
H -3.4931 -0.9637 -1.0554 0.86 0.01 -0.18
Br 4.5573 4.2845 -2.9025 -0.73 -0.27 0.07
C 2.6594 4.8462 -2.5581 1.46 0.37 0.09
C 1.6077 4.1985 -3.3519 0.47 -2.20 -0.69
Br 1.7174 4.5841 -5.2868 -0.14 0.11 0.61
H 2.7735 5.8546 -2.8504 -0.22 1.21 0.05
H 2.5178 4.7770 -1.4851 -0.08 -0.21 0.09
H 0.6368 4.4578 -2.9622 -0.38 0.25 -0.23
H 1.7328 3.0952 -3.3151 -0.34 0.64 0.09
Br -2.0785 4.2750 -1.8925 0.18 -0.14 -0.20
C -0.8855 4.5085 -0.3506 -1.59 1.04 -0.68
C -0.6388 5.9873 -0.0650 2.63 -1.18 0.07
Br 0.0751 7.0861 -1.5679 -0.48 -0.55 0.58
H -0.0270 3.8673 -0.4389 0.42 0.12 -0.28
H -1.5482 4.1379 0.4134 0.16 -0.19 0.65
H 0.2595 5.8814 0.5984 -0.90 0.79 -0.15
H -1.4605 6.5148 0.3720 -0.37 0.18 0.05
Br -0.4751 -1.1156 3.8821 0.91 -0.07 0.08
C -2.3272 -0.9135 3.4968 -0.13 -0.84 -0.51
C -2.8183 -1.8631 2.4567 0.63 -1.03 -1.14
Br -3.2315 -3.7297 3.0199 0.42 0.40 0.16
H -2.5437 0.0624 3.1047 0.30 0.58 0.13
H -2.8001 -1.0461 4.4359 -0.65 0.09 0.71
H -2.1620 -1.9617 1.5335 -0.76 0.18 0.99
H -3.8086 -1.5579 2.2087 -0.59 0.39 -0.57
C 3.9913 1.0135 -0.9596 -0.91 -0.29 -2.07
C 3.2916 0.5962 0.2727 0.33 -1.32 1.73
O 3.8621 -0.7073 0.7203 0.23 0.55 -0.08
P 3.3785 -2.0874 0.2306 -1.58 0.23 0.03
O 1.9763 -2.1158 -0.2601 0.18 0.07 -0.90
O 4.5043 -2.6519 -0.6710 0.55 1.20 0.70
C 4.3061 -3.5416 -1.7457 -0.31 -0.55 -0.23
C 4.9833 -4.8481 -1.3132 -1.49 -1.01 -0.42
O 3.4544 -2.9695 1.4988 0.79 -0.97 1.25
C 2.5360 -2.6946 2.5802 0.19 1.58 0.02
C 3.0338 -3.4046 3.8301 -0.76 -0.27 -1.68
H 5.0837 1.1913 -0.9849 -0.73 -0.11 0.48
H 3.7053 0.2574 -1.7387 0.59 0.27 0.57
H 3.4294 1.8545 -1.3639 0.35 0.57 0.13
H 3.5366 1.1392 1.1940 -0.42 0.59 -0.59
H 2.1969 0.4269 0.1498 0.70 0.45 -0.23
H 3.2070 -3.5062 -1.9210 0.77 -0.75 -0.48
H 4.8618 -3.0801 -2.5730 -0.39 -0.33 -0.10
H 5.0900 -5.5852 -2.1209 0.02 0.43 -0.11
H 5.9550 -4.5921 -0.9538 0.70 0.08 0.31
H 4.4312 -5.4180 -0.5284 0.27 0.81 -0.33
H 2.5449 -1.5802 2.7931 0.02 -1.06 -0.39
H 1.5584 -2.9218 2.1590 -0.22 -0.21 0.68
H 4.0883 -3.2764 3.8279 0.96 0.20 0.36
H 2.5757 -2.9845 4.6884 -0.35 0.35 0.91
H 2.8263 -4.4584 3.7738 -0.12 -0.53 0.10
C -0.1040 -5.3549 2.0471 1.83 -0.46 0.60
C 0.0085 -4.8196 0.6706 -1.17 1.41 -0.77
O 0.2871 -5.8000 -0.4273 -1.25 0.72 0.70
P -0.2776 -5.2193 -1.7966 1.44 -1.16 0.04
O 0.2416 -3.8977 -2.1722 -0.03 -0.20 -0.23
O 0.2767 -6.4138 -2.7159 -1.36 0.12 1.73
C 0.4786 -6.2442 -4.0931 -0.18 -0.77 -1.04
C 1.0199 -7.5446 -4.6975 -0.32 0.35 1.71
O -1.8537 -5.1904 -1.7801 -0.07 -1.51 0.03
C -2.5174 -6.4504 -1.2930 0.76 0.11 -1.00
C -3.9577 -6.4224 -1.6843 -0.26 -0.50 0.02
H -0.1531 -4.5051 2.7616 -0.05 -0.41 -0.56
H -0.9511 -6.0004 2.2412 -0.02 -0.23 -0.12
H 0.8729 -5.8484 2.1960 -0.54 -0.33 0.65
H -0.9712 -4.3043 0.5150 0.75 -0.09 -0.69
H 0.8183 -4.0888 0.5868 -0.31 -0.04 0.04
H -0.4314 -5.9483 -4.6134 -0.22 0.09 0.09
H 1.1754 -5.4652 -4.1388 1.10 1.31 -0.81
H 0.2820 -8.3207 -4.4336 0.45 0.02 -0.20
H 1.0221 -7.4270 -5.7767 0.58 -0.19 -0.05
H 1.9942 -7.7627 -4.1718 -0.86 -0.02 -1.10
H -1.9772 -7.3462 -1.6895 -0.33 0.84 0.18
H -2.3954 -6.4107 -0.2408 0.07 -0.14 1.07
H -4.4558 -5.5650 -1.2540 -0.08 0.50 -0.34
H -4.0847 -6.5393 -2.7587 -0.07 0.47 -0.06
H -4.4821 -7.2709 -1.2467 0.21 -0.27 0.14
C -5.8872 0.2699 2.3239 -0.40 -0.53 -0.93
C -5.1343 1.5860 2.1046 -1.72 -0.19 0.68
O -5.6600 2.6095 3.0854 1.30 -1.18 -0.34
P -5.0982 2.2533 4.5382 -1.46 1.74 0.31
O -3.9450 1.3742 4.6187 0.71 -0.70 -0.02
O -4.8358 3.6810 5.2175 0.13 -0.65 -0.42
C -4.1971 4.7724 4.4971 -1.60 0.52 -0.64
C -2.9175 5.2283 5.1372 0.10 -1.17 0.63
O -6.4403 1.7241 5.2250 0.45 0.27 0.65
C -6.3946 1.3413 6.6183 1.27 -0.58 1.29
C -6.7746 2.4363 7.6092 -1.43 0.22 0.51
H -5.8467 -0.3514 1.3823 0.31 0.45 0.97
H -5.5222 -0.3132 3.1937 -0.19 0.40 -0.54
H -6.9683 0.4680 2.4431 0.50 0.06 0.16
H -4.0914 1.4737 2.3179 0.60 0.04 -0.33
H -5.3512 1.9642 1.1116 0.16 0.32 0.08
H -4.1214 4.5507 3.4041 0.10 -0.05 0.89
H -4.9821 5.5418 4.5998 0.56 0.07 -0.28
H -2.1129 4.5105 4.9061 -0.09 0.47 0.03
H -2.6744 6.2420 4.8321 0.14 -0.01 -0.06
H -3.0714 5.1819 6.2273 0.17 0.29 -0.32
H -7.0547 0.4642 6.7751 0.40 0.51 -0.50
H -5.3338 1.0536 6.9004 -1.15 -0.11 -0.60
H -5.9885 3.1538 7.8127 0.17 0.16 -0.36
H -7.6930 2.9740 7.2823 0.64 -0.23 0.08
H -7.0407 2.0177 8.6173 0.30 -0.04 -0.98
C -0.1906 2.4286 3.4278 0.87 0.96 -1.32
C 0.9020 2.1201 2.3834 -1.52 -0.60 0.42
O 2.1788 2.6650 2.7197 -0.58 -0.49 0.26
P 2.4447 4.1360 2.2857 2.37 1.17 2.33
O 2.1621 4.4555 0.9076 -0.68 0.36 -1.55
O 1.7821 5.1749 3.2991 -0.33 -0.63 -0.05
C 1.8686 5.1352 4.7519 0.56 1.64 -0.37
C 1.1952 6.3982 5.2839 0.46 -0.68 1.80
O 3.9850 4.2469 2.7322 -2.23 0.26 1.01
C 5.0310 3.9116 1.8754 -0.13 -1.18 -1.42
C 6.0996 4.8586 2.2239 0.96 0.32 1.42
H -0.4689 3.4832 3.4902 0.36 0.10 0.14
H -1.0515 1.9521 3.0346 -1.06 -0.75 -0.07
H 0.0745 2.0158 4.3752 0.04 -0.19 0.71
H 0.9727 1.0335 2.4253 0.48 0.02 -0.31
H 0.5789 2.4009 1.3628 0.37 0.00 0.43
H 1.4622 4.2503 5.1473 -0.75 -1.25 0.21
H 2.8977 5.2044 5.0439 0.76 -0.36 -0.06
H 0.3147 6.5409 4.6908 -0.72 0.47 0.11
H 1.0072 6.3488 6.4276 -0.09 -0.30 -1.97
H 1.8859 7.2265 5.2087 -0.03 0.36 -0.49
H 5.3542 2.8755 2.0540 -0.18 0.09 -0.06
H 4.5965 3.9779 0.8608 0.87 0.04 0.03
H 6.3103 4.7547 3.2967 -0.29 -0.06 0.00
H 7.0740 4.7380 1.8133 0.53 -0.29 -1.04
H 5.7618 5.8586 2.1080 -0.20 0.98 -0.37
C -0.4854 -2.5586 -7.4820 -0.08 -0.43 0.14
C 0.9949 -2.6202 -7.1623 1.43 1.74 -0.59
O 1.2911 -2.7658 -5.6918 -0.27 0.14 -0.89
P 1.7266 -1.4973 -4.8276 -0.13 -0.49 -1.23
O 1.8404 -1.6952 -3.3759 -0.02 -0.49 0.21
O 3.0522 -1.0191 -5.5095 0.57 0.00 -0.06
C 4.2007 -0.5526 -4.8032 0.89 -0.01 -0.85
C 4.6705 0.7852 -5.3499 -1.50 -1.16 0.06
O 0.7202 -0.4408 -5.3354 -0.68 1.45 0.15
C 0.7164 0.9626 -4.8066 -0.38 -0.70 0.03
C -0.5761 1.4933 -5.3367 -0.82 0.37 -1.37
H -0.9469 -3.5268 -7.3510 -0.23 -0.29 0.37
H -1.0142 -1.8169 -6.9037 0.03 0.13 0.52
H -0.7178 -2.2952 -8.5113 0.63 0.06 -0.31
H 1.5440 -3.4061 -7.7231 -0.54 0.02 0.86
H 1.4959 -1.6699 -7.5664 -0.66 -1.10 0.99
H 4.0152 -0.4640 -3.7556 -0.38 -0.12 0.71
H 4.9621 -1.3069 -4.9703 0.26 -0.17 0.21
H 3.7999 1.4113 -5.4021 -0.37 0.58 -0.24
H 5.2928 1.2041 -4.6180 1.28 0.75 0.76
H 5.1209 0.6906 -6.3148 0.38 0.08 -0.51
H 0.7233 0.8747 -3.7392 0.03 -0.05 0.91
H 1.5815 1.5353 -5.1544 -0.03 -0.40 -0.21
H -1.3849 0.7369 -5.1682 0.79 0.55 -0.66
H -1.0053 2.4085 -4.9352 0.63 0.19 0.64
H -0.3636 1.7756 -6.4056 -0.82 -0.74 0.66
```
Positions in Å, forces in eV/Å.

Results
- strongest force on any atom (eV/Å) = 3.521
- frontier orbital gap (spin up / spin down) (Ha) = 0.234 / 0.284
- 2S+1 = 4
- DFT total energy (a.u.) = -26479.81504